{"formula": "C5H10NO2", "method": "ωB97M-V/def2-TZVPD", "charge": 1, "relative_energy_kcal_mol": 102.6, "elements": ["O", "O", "N", "C", "C", "C", "C", "C", "H", "H", "H", "H", "H", "H", "H", "H", "H", "H"], "coordinates": [[-1.422776, -2.088201, -0.134299], [2.922811, -1.503647, 0.342078], [1.832004, 0.807093, -0.923871], [1.580565, -1.299129, 0.191737], [-1.015755, 1.352513, 0.454158], [-1.743640, -0.824310, -0.182310], [1.058015, -0.185820, -0.356901], [-0.603299, 0.240975, -0.408069], [-2.149467, -2.838743, -0.066019], [1.109252, -2.295145, 0.295044], [1.502796, 1.746024, -1.031323], [-2.756989, -0.493224, -0.144714], [-1.713001, 2.066144, -0.047467], [3.114012, -2.471831, 0.359621], [2.807955, 0.805713, -0.754857], [-1.550948, 1.117095, 1.355203], [-0.466929, 0.502413, -1.472658], [-0.241219, 2.011602, 0.673826]], "forces_ev_per_angstrom": [[-1.9, 0.7, 0.1], [0.8, -0.1, -0.3], [-0.7, 0.4, -0.4], [-0.6, -1.8, -0.5], [-2.2, 2.3, -0.4], [4.1, -1.6, -1.7], [-2.1, -0.2, 1.3], [2.0, -3.7, -0.5], [1.3, 2.3, 0.0], [-0.8, 1.3, 0.3], [-0.4, 0.2, 0.2], [-0.9, 0.1, 0.3], [0.2, -0.7, -0.1], [-0.2, 1.3, 0.0], [0.8, -0.4, 0.2], [0.2, -0.5, 0.7], [-1.3, -0.1, 0.0], [1.7, 0.8, 0.7]]}

{"formula": "C3H22N2O6", "method": "ωB97M-V/def2-TZVPD", "smiles": "CNCCN.O.O.O.O.O.O", "relative_energy_kcal_mol": 56.9, "elements": ["O", "O", "O", "O", "O", "O", "N", "N", "C", "C", "C", "H", "H", "H", "H", "H", "H", "H", "H", "H", "H", "H", "H", "H", "H", "H", "H", "H", "H", "H", "H", "H", "H"], "coordinates": [[3.390546, 0.951597, 0.458809], [2.857255, -1.673125, 0.820711], [0.843809, -2.362618, 2.380823], [1.553874, -1.724048, -2.963415], [-1.095537, 3.089386, 1.413957], [0.948152, 1.897427, 0.375943], [-1.532498, 0.574483, -1.176081], [-0.974717, -0.279936, 1.556572], [-2.322253, -0.318291, 0.986283], [-1.284727, 0.288606, -2.610740], [-2.300198, -0.532633, -0.540526], [-1.914562, -1.517334, -0.995106], [-2.734064, -1.227529, 1.391776], [-0.615105, 1.105321, -2.942245], [1.570237, -2.100791, 1.848185], [-1.472361, 2.925129, 2.210444], [2.515365, 1.242172, 0.182361], [3.651156, -1.918004, 0.343851], [-2.991072, 0.560988, 1.440766], [0.601571, 1.126302, 0.812602], [0.243518, -3.000769, 1.931868], [0.539239, 2.676740, 0.668390], [-0.675107, -1.089939, 2.060192], [-2.057689, 0.415641, -3.262293], [-0.733863, -0.632535, -2.970713], [-0.691974, 0.661157, -0.705780], [3.975301, 1.414997, -0.042562], [-1.626578, 2.739760, 0.714393], [-3.431365, -0.499565, -0.912258], [-0.875397, 0.372730, 2.184439], [2.064856, -1.718433, -2.182510], [2.962804, -0.660698, 0.943265], [1.611372, -0.786175, -3.421395]], "forces_ev_per_angstrom": [[-1.8, -2.2, 2.2], [0.1, 2.1, 0.2], [-2.6, -1.2, 1.6], [-1.0, 2.5, -3.1], [2.2, 1.5, -2.9], [2.0, -1.5, -1.9], [-3.0, -1.7, -1.9], [-0.2, -2.7, -4.0], [-0.4, -0.3, 0.9], [3.8, 0.8, 0.9], [-1.7, 1.0, -1.6], [-0.3, 0.9, 1.5], [-0.9, -0.3, 0.2], [0.0, -0.2, 0.1], [1.2, -0.1, -1.5], [-2.0, -0.8, 3.6], [-0.6, 0.7, 0.1], [0.1, -0.1, 0.0], [1.4, -1.7, -1.6], [-0.9, -0.4, 0.6], [1.3, 0.8, 0.2], [-1.1, 1.3, 1.0], [0.1, -0.9, -0.3], [-2.9, 0.2, -1.1], [-0.7, 0.3, 1.2], [2.1, 0.1, 0.9], [2.8, 1.9, -2.1], [-0.7, -0.5, -0.6], [2.2, 0.1, 0.7], [0.4, 4.8, 4.0], [0.9, 0.4, 1.4], [0.2, -2.0, -0.5], [0.1, -3.0, 1.8]]}

{"formula": "C48H62Cl3N8O4S2Sc", "method": "ωB97M-V/def2-TZVPD", "charge": 2, "relative_energy_kcal_mol": 25.2, "elements": ["Sc", "Cl", "Cl", "Cl", "S", "S", "O", "O", "O", "O", "N", "N", "N", "N", "N", "N", "N", "N", "C", "C", "C", "C", "C", "C", "C", "C", "C", "C", "C", "C", "C", "C", "C", "C", "C", "C", "C", "C", "C", "C", "C", "C", "C", "C", "C", "C", "C", "C", "C", "C", "C", "C", "C", "C", "C", "C", "C", "C", "C", "C", "C", "C", "C", "C", "C", "C", "H", "H", "H", "H", "H", "H", "H", "H", "H", "H", "H", "H", "H", "H", "H", "H", "H", "H", "H", "H", "H", "H", "H", "H", "H", "H", "H", "H", "H", "H", "H", "H", "H", "H", "H", "H", "H", "H", "H", "H", "H", "H", "H", "H", "H", "H", "H", "H", "H", "H", "H", "H", "H", "H", "H", "H", "H", "H", "H", "H", "H", "H"], "coordinates": [[-0.079168, -0.525667, 0.443496], [-2.463426, -1.667357, 1.434457], [-0.580002, -3.472275, 0.146553], [2.006915, -6.528644, -4.270172], [2.058150, -1.546809, 2.935516], [-2.292542, 1.325594, 2.908814], [-0.641462, 1.375885, -0.005444], [-1.536771, -2.076337, -5.584741], [3.086602, -0.535290, -1.996974], [1.253019, -1.052587, -0.795174], [-1.472796, -0.820906, -1.508024], [-2.053343, -0.480809, -3.575994], [-0.670337, 3.425619, -0.879448], [0.581753, -1.555092, 2.280075], [-2.519024, 1.997356, 5.479784], [-2.767168, -1.561085, -3.190465], [1.896232, 0.727541, 1.032541], [-2.119240, 3.753953, 4.047766], [1.230781, -2.107103, -4.839220], [3.603487, -3.675006, 2.348750], [-2.267572, -0.553832, -7.376372], [-2.190903, 0.077148, -4.926256], [-2.797194, 2.278895, -0.514222], [-1.321937, -0.032510, -2.562305], [-1.308150, 2.351605, -0.458497], [-1.383646, 4.620524, -1.359554], [-1.930295, 2.669109, 6.640536], [-1.548742, 4.313162, 2.832306], [-2.847196, 4.746888, 4.843731], [-2.375404, 0.925134, -7.766476], [4.452035, 1.855521, 1.141862], [3.520492, 2.125057, 2.171542], [2.902309, 3.167283, 4.259767], [4.031296, -4.990968, 2.460085], [0.652775, -0.920798, 5.242934], [1.928572, -4.081460, 4.059287], [-2.077658, -3.378606, 1.082249], [-2.370806, -1.749577, -1.960759], [0.798359, 3.440970, -0.832387], [2.235827, 1.541654, 2.082638], [2.556274, -3.238513, 3.150251], [1.292304, 1.784027, 3.106641], [4.093896, 1.046164, 0.106666], [2.037028, -4.227470, -5.693775], [0.963018, -0.630270, -5.035926], [-1.557263, -1.300218, -8.518028], [1.894146, -1.036589, 4.640438], [2.360993, -5.392672, 4.157240], [1.755379, -0.169707, 7.250438], [1.166886, -4.090998, -3.456955], [2.992031, -0.274891, 6.623303], [1.713523, -4.832411, -4.490227], [-1.469623, -0.736114, -6.033261], [-3.040747, 0.663723, 5.763877], [3.830667, 2.944348, 3.283537], [3.065861, -0.706537, 5.308385], [3.411953, -5.843835, 3.363065], [1.621766, 2.577509, 4.168080], [0.590256, -0.491742, 6.562887], [0.931402, -2.736488, -3.639094], [-3.685977, -1.136734, -7.238869], [2.398023, -0.429655, -1.023217], [2.800820, 0.497168, 0.104433], [-0.002887, -0.287073, -6.185358], [1.797785, -2.868653, -5.857432], [-2.307669, 2.417772, 4.213361], [-2.209332, -1.316991, -9.392129], [0.014471, 0.794526, -6.348762], [-2.929045, 1.010722, -8.704556], [1.159913, 4.293313, -1.397688], [-2.916314, 1.517341, -7.021244], [-4.123637, -1.268991, -8.229395], [-0.256782, -1.130910, 4.689800], [4.027212, -0.793628, 4.808151], [0.929631, -4.574393, -2.516557], [1.201630, 2.531798, -1.270466], [0.896377, 2.744334, 4.959976], [-1.943369, -3.898390, 2.019314], [4.073847, -2.996841, 1.643426], [5.442903, 2.297879, 1.189091], [-2.685718, 3.116836, 7.286594], [1.886764, -6.063061, 4.863193], [-1.833142, 4.452832, -2.337717], [4.847511, -5.347117, 1.844882], [-3.804585, 0.392037, 5.045088], [-3.175588, 2.481896, 0.492742], [3.752873, -6.867351, 3.456213], [-0.664303, 0.820556, -2.632560], [-1.812587, 1.096316, -4.896194], [-0.898696, 5.149040, 3.099535], [-4.361927, -0.478839, -6.686032], [1.912122, -0.137598, -5.262327], [0.509956, -2.162376, -2.819584], [-1.337708, -2.344844, -8.268111], [3.146711, 3.794606, 5.109047], [-1.230551, 3.437799, 6.325313], [-2.743556, -2.572449, -1.376413], [-3.672661, -2.105620, -6.740456], [0.401817, -0.741884, -7.089740], [2.069643, -2.398426, -6.799023], [-3.244224, 2.967766, -1.226189], [-1.142613, -2.657876, -6.246574], [-0.371322, -0.415924, 7.058169], [-0.671982, 5.434215, -1.446455], [-2.888547, -3.805847, 0.511378], [-1.393762, 1.378654, -7.927325], [0.008405, -2.228225, 2.772659], [-3.475397, 0.675397, 6.763104], [4.816535, 3.390601, 3.346134], [0.621577, -0.205127, -4.089102], [-2.159104, 4.923879, -0.659103], [0.317359, 1.318438, 3.035229], [-3.482088, 5.332122, 4.175836], [1.700039, 0.162718, 8.280380], [-2.248141, -0.088287, 5.726517], [1.127209, -3.721674, 4.696510], [4.757890, 0.799906, -0.710391], [-3.083839, 1.255814, -0.753948], [-2.166753, 5.430971, 5.352454], [-3.488179, 4.268644, 5.573617], [-0.628755, -0.814701, -8.821200], [-3.254066, 0.100229, -5.129205], [-2.337984, 4.688189, 2.170944], [-0.969179, 3.562613, 2.309324], [2.479364, -4.812922, -6.490199], [-1.381949, 1.928864, 7.224504], [1.153806, 3.512415, 0.197063], [3.898156, -0.019295, 7.159795]], "forces_ev_per_angstrom": [[-0.4, 0.1, 0.6], [-0.2, -0.1, 0.2], [0.0, -0.2, -0.1], [0.0, 0.0, 0.0], [-0.1, -0.2, 0.1], [-0.1, 0.1, 0.2], [-0.2, 0.4, 0.0], [-0.1, -0.1, -0.2], [0.0, -0.1, -0.3], [0.9, 0.1, -0.6], [-0.1, -0.2, 0.3], [-0.3, 0.2, -0.2], [0.1, 0.2, -0.1], [0.1, 0.4, 0.0], [0.0, 0.0, 0.1], [0.3, 0.2, 0.1], [0.1, -0.2, -0.2], [0.0, 0.0, 0.0], [0.0, 0.1, -0.1], [-0.1, 0.0, -0.1], [0.0, 0.0, 0.0], [0.1, -0.2, 0.1], [-0.1, -0.1, 0.1], [0.2, -0.2, -0.2], [-0.1, -0.2, 0.1], [0.1, 0.0, 0.0], [0.0, -0.1, -0.1], [-0.1, 0.0, 0.1], [0.0, 0.0, -0.1], [0.1, 0.0, 0.0], [0.1, 0.1, 0.0], [0.0, 0.0, 0.0], [0.0, 0.0, 0.0], [0.0, 0.0, 0.0], [0.0, 0.0, 0.0], [0.0, 0.0, 0.0], [0.2, 0.1, -0.1], [-0.1, 0.1, 0.1], [-0.1, 0.1, 0.0], [-0.1, 0.1, 0.0], [0.1, 0.1, -0.1], [0.0, -0.1, -0.1], [0.1, 0.0, -0.1], [0.0, 0.0, -0.1], [-0.1, -0.1, 0.0], [0.0, 0.0, 0.0], [0.0, 0.1, 0.0], [0.0, 0.0, 0.0], [-0.1, 0.0, 0.0], [0.0, 0.1, 0.1], [0.0, 0.0, 0.0], [0.0, 0.0, 0.0], [0.1, 0.1, 0.1], [0.1, 0.1, 0.0], [0.0, 0.0, 0.0], [0.1, -0.1, 0.0], [0.0, 0.0, 0.0], [0.0, 0.0, 0.1], [0.1, 0.0, 0.0], [-0.1, 0.0, 0.1], [0.0, 0.0, 0.0], [0.0, 0.0, 0.2], [0.0, 0.1, 0.1], [0.0, -0.1, 0.1], [0.0, 0.0, 0.0], [0.0, 0.0, 0.0], [0.0, 0.0, 0.0], [0.0, 0.0, 0.0], [0.0, 0.0, 0.1], [0.0, 0.0, 0.0], [0.0, -0.1, -0.1], [0.0, 0.0, 0.0], [0.1, 0.0, 0.0], [-0.1, 0.0, 0.1], [0.0, 0.0, -0.1], [0.0, -0.1, 0.0], [0.1, 0.0, -0.1], [0.0, 0.0, 0.1], [0.0, -0.1, 0.1], [-0.1, 0.0, 0.0], [0.0, 0.0, 0.0], [0.0, 0.0, 0.0], [0.0, 0.0, 0.0], [0.0, 0.0, 0.0], [0.0, 0.0, -0.1], [0.0, 0.0, 0.0], [0.0, 0.0, 0.0], [-0.1, -0.1, 0.0], [0.0, 0.0, 0.0], [0.0, 0.0, 0.0], [0.0, 0.0, 0.0], [0.0, 0.0, 0.0], [0.1, -0.1, -0.1], [0.0, 0.1, 0.0], [0.0, 0.0, -0.1], [0.0, 0.0, 0.0], [0.0, 0.1, 0.0], [0.0, 0.0, 0.0], [0.0, 0.0, 0.0], [0.0, -0.1, 0.1], [0.0, -0.1, 0.0], [0.1, 0.1, 0.1], [0.1, 0.0, 0.0], [0.0, 0.0, 0.0], [-0.1, 0.0, -0.1], [-0.1, 0.0, 0.0], [-0.2, -0.1, 0.0], [0.0, 0.0, 0.0], [0.0, 0.0, 0.0], [0.1, 0.0, -0.1], [0.0, 0.0, 0.0], [0.0, 0.0, 0.0], [0.0, 0.0, 0.0], [0.0, 0.0, -0.1], [0.0, 0.0, 0.0], [0.1, 0.0, 0.0], [0.0, 0.0, 0.0], [0.0, 0.0, 0.0], [0.0, 0.0, 0.0], [0.0, 0.0, 0.0], [0.0, 0.0, 0.0], [-0.1, 0.0, 0.1], [0.0, 0.0, 0.0], [0.1, -0.1, 0.0], [0.0, 0.0, 0.0], [0.0, 0.0, 0.0], [0.0, 0.0, 0.0], [-0.1, 0.0, 0.0]]}